{"formula": "C20H44N3O10", "method": "ωB97M-V with the def2-TZVPD basis set", "charge": 1, "orbital_gap_ev": 9.46, "e_homo_ev": -12.14, "lumo_ev": -2.685, "symbols": ["C", "C", "N", "N", "C", "C", "C", "C", "N", "O", "C", "C", "C", "C", "C", "H", "H", "H", "H", "H", "H", "H", "H", "H", "H", "H", "H", "H", "H", "H", "H", "H", "H", "H", "H", "H", "H", "H", "H", "H", "H", "C", "O", "C", "O", "O", "C", "H", "H", "H", "H", "H", "H", "C", "O", "C", "O", "O", "C", "H", "H", "H", "H", "H", "H", "C", "O", "C", "O", "O", "C", "H", "H", "H", "H", "H", "H"], "xyz": [[-1.5680, -4.5116, 1.0165], [-0.5018, -3.4773, 0.3416], [-1.3294, -2.4224, -0.3226], [-0.5976, -1.2612, -0.6535], [0.7977, -1.5386, -1.1681], [-0.6198, -0.2390, 0.4794], [0.4930, 0.9053, 0.3448], [0.2558, 2.1810, 1.2687], [0.6984, 2.0908, 2.6737], [-0.2475, 3.2430, 0.8113], [-1.3308, -0.5811, -1.8322], [-2.8250, -1.1048, -2.0540], [-3.6597, -0.2431, -3.1368], [-5.1657, -0.8769, -3.1061], [-3.6719, 1.3385, -2.8209], [-2.5637, -4.0198, 1.2670], [-1.0972, -5.0894, 1.8793], [-1.7827, -5.2919, 0.1951], [0.1313, -3.0719, 1.1989], [0.0970, -4.1258, -0.3962], [-2.0129, -2.1383, 0.4090], [1.5376, -1.6826, -0.2965], [0.8095, -2.4434, -1.8809], [1.2076, -0.6678, -1.8011], [-0.3806, -0.8162, 1.4494], [-1.6702, 0.2152, 0.5013], [0.4702, 1.2700, -0.7458], [1.5261, 0.4937, 0.5852], [0.5792, 3.0010, 3.1386], [0.1144, 1.3536, 3.0927], [-0.7317, -0.7748, -2.7981], [-1.3475, 0.5475, -1.6933], [-3.4014, -0.9788, -1.0595], [-2.8836, -2.1940, -2.4231], [-3.2609, -0.4546, -4.1897], [-5.6579, -0.7773, -4.1258], [-5.0579, -1.9973, -2.8476], [-5.7632, -0.4044, -2.2515], [-3.6742, 1.5399, -1.6838], [-4.5256, 1.8637, -3.3572], [-2.6516, 1.7422, -3.1832], [7.7070, -0.0603, 0.9508], [6.5640, 0.7384, 0.6394], [5.6823, 0.8510, 1.6429], [5.7832, 0.3488, 2.7349], [4.6649, 1.6214, 1.2201], [3.6436, 1.8280, 2.1951], [8.3485, -0.0810, 0.0697], [8.2694, 0.3776, 1.7778], [7.4092, -1.0844, 1.1860], [4.0455, 2.3412, 3.0716], [3.1846, 0.8786, 2.4797], [2.8792, 2.4600, 1.7480], [-7.6039, 5.4728, -3.9503], [-7.8672, 5.2149, -5.3281], [-7.9746, 3.9124, -5.6343], [-7.8685, 2.9910, -4.8615], [-8.2207, 3.8141, -6.9499], [-8.3601, 2.4749, -7.4210], [-7.5377, 6.5533, -3.8208], [-8.4178, 5.0988, -3.3257], [-6.6517, 5.0296, -3.6504], [-9.2044, 1.9813, -6.9350], [-7.4383, 1.9117, -7.2601], [-8.5558, 2.5179, -8.4927], [8.9346, -3.4216, 7.6352], [7.6004, -2.9338, 7.5026], [7.4045, -2.1509, 6.4294], [8.2378, -1.8479, 5.6116], [6.1185, -1.7645, 6.4258], [5.7653, -0.9196, 5.3308], [8.9754, -4.0395, 8.5326], [9.2060, -4.0399, 6.7769], [9.6376, -2.5943, 7.7528], [5.9106, -1.4375, 4.3818], [6.3419, 0.0067, 5.3570], [4.7080, -0.6703, 5.4290]], "atomic_forces_ev_per_a": [[0.47, -0.56, -1.52], [-0.72, -1.69, 1.33], [0.37, -1.81, 1.62], [0.41, 2.53, -1.51], [2.14, -0.43, -0.38], [0.85, 0.65, 1.93], [-0.08, 0.11, -0.59], [-1.39, 2.87, -0.01], [-1.50, -0.38, -2.36], [2.06, -3.93, 1.27], [-1.20, 0.26, -2.45], [-0.49, 0.62, -0.12], [-0.92, -0.30, 0.36], [1.11, -0.30, 0.49], [1.31, -0.75, -0.08], [1.42, -0.59, 0.02], [-0.76, 1.09, -1.04], [0.08, 1.17, 1.38], [-0.45, -0.39, -1.28], [-0.72, 1.51, 1.10], [0.44, -0.12, -0.92], [-1.36, -0.04, -1.36], [-0.35, 1.34, 1.39], [-1.05, -1.15, 1.25], [-0.67, 0.76, -1.48], [1.46, -0.79, 0.01], [0.17, -0.24, 1.79], [-1.35, 0.46, -0.34], [-0.27, -0.61, -0.32], [0.67, 0.45, 0.27], [-0.91, 0.15, 1.61], [0.15, -1.52, 0.10], [0.79, -0.41, -1.48], [0.38, 1.72, 0.93], [-0.30, 0.47, 1.51], [0.44, 0.03, 1.53], [-0.34, 1.66, -0.58], [0.67, -0.53, -1.42], [-0.41, -0.35, -1.72], [1.17, -0.64, 0.81], [-1.72, -0.26, 0.39], [0.51, -0.28, 0.05], [-0.52, 0.12, 0.30], [0.32, 0.06, -0.28], [-0.20, 0.23, -0.44], [0.24, -0.23, 0.02], [-0.07, 0.14, 0.08], [-0.27, 0.17, -0.02], [-0.17, -0.14, 0.01], [0.01, 0.16, 0.14], [-0.04, -0.21, 0.00], [0.15, 0.09, 0.11], [0.39, -0.06, -0.18], [0.05, 0.18, 0.40], [-0.03, -0.41, -0.18], [-0.06, 0.20, -0.19], [0.04, 0.26, -0.22], [0.10, 0.12, 0.44], [-0.09, -0.38, -0.24], [-0.06, -0.11, -0.29], [0.16, -0.10, -0.06], [-0.17, -0.09, 0.00], [0.19, 0.01, 0.06], [-0.14, 0.02, 0.13], [0.04, 0.27, 0.15], [0.41, -0.19, 0.12], [-0.19, 0.25, -0.30], [-0.09, -0.03, 0.12], [-0.29, -0.11, 0.25], [0.31, -0.20, 0.17], [-0.10, 0.17, -0.28], [-0.27, 0.13, -0.07], [0.02, 0.20, 0.01], [-0.07, -0.08, -0.18], [0.16, 0.16, 0.15], [0.05, -0.20, -0.14], [0.11, -0.17, 0.23]], "mulliken_charge": [-0.97, -0.41, -0.60, 1.01, -1.16, -0.62, -0.18, -0.09, -0.39, -0.57, -0.55, -0.67, 0.41, -1.22, -1.06, 0.29, 0.33, 0.27, 0.27, 0.30, 0.32, 0.38, 0.33, 0.46, 0.52, 0.27, 0.37, 0.33, 0.26, 0.26, 0.20, 0.17, 0.24, 0.34, 0.32, 0.35, 0.36, 0.30, 0.22, 0.33, 0.29, -0.61, -0.33, 0.78, -0.51, -0.34, -0.65, 0.22, 0.29, 0.29, 0.40, 0.28, 0.20, -0.58, -0.31, 0.82, -0.55, -0.32, -0.61, 0.23, 0.29, 0.25, 0.29, 0.27, 0.23, -0.62, -0.33, 0.74, -0.54, -0.32, -0.55, 0.22, 0.29, 0.29, 0.29, 0.29, 0.25]}